No. 1
Entry from the OMol25 dataset: a structure of composition C24H44AuBN2P2Te (ωB97M-V/def2-TZVPD).

```
! RIJCOSX wB97M-V def2-TZVPD def2/J DEFGRID3
* xyz 0 1
Au 0.04608 -0.81946 0.66085
C 4.01764 -2.38304 1.14312
C 3.66838 -0.89345 1.16414
C 3.11848 -0.53250 2.55066
C 4.92858 -0.05766 0.89265
P 2.30134 -0.49988 -0.03424
C 2.48160 1.34357 -0.31762
N 1.15201 1.84802 -0.55907
B 0.01932 1.09560 -0.14120
N -1.13243 1.77361 -0.60329
C -2.45293 1.25659 -0.38661
P -2.23293 -0.29187 0.66086
C -2.80767 0.24400 2.34957
C -2.50189 -0.84621 3.38200
C -4.30072 0.57859 2.37893
C -1.99856 1.49548 2.72157
C -3.35445 -1.52753 -0.16833
C -2.62165 -1.93983 -1.45336
C -3.55523 -2.76015 0.71553
C -4.73179 -0.95504 -0.53448
C -0.71898 2.90429 -1.30496
C -1.44429 3.87732 -1.96562
C -0.74493 4.89427 -2.61221
C 0.64321 4.93442 -2.59448
C 1.38333 3.96057 -1.92619
C 0.69740 2.94669 -1.28546
C 2.51821 -1.24113 -1.72935
C 1.54958 -0.51593 -2.67533
C 3.94733 -1.06141 -2.24996
C 2.15880 -2.72932 -1.71838
H 4.67777 -2.58589 1.99040
H 4.55406 -2.65888 0.23401
H 3.12528 -3.00415 1.24823
H 3.89905 -0.72981 3.28968
H 2.25066 -1.14797 2.79348
H 2.84539 0.52357 2.62844
H 5.65006 -0.28906 1.68068
H 4.74639 1.01632 0.93230
H 5.39877 -0.29448 -0.05862
H 3.16959 1.55955 -1.13780
H 2.89390 1.78202 0.59494
H -2.94660 1.00810 -1.32793
H -3.09557 1.96486 0.14545
H -2.99925 -1.78733 3.15974
H -2.84715 -0.49549 4.35890
H -1.43636 -1.06528 3.43723
H -4.91330 -0.31858 2.29740
H -4.59536 1.27711 1.59255
H -4.53191 1.04717 3.33861
H -0.92488 1.32245 2.62959
H -2.20774 1.73794 3.76590
H -2.26427 2.36613 2.11992
H -1.67270 -2.42434 -1.21686
H -2.43802 -1.09101 -2.11935
H -3.24568 -2.65743 -1.99171
H -2.60439 -3.16659 1.06866
H -4.05783 -3.52790 0.12060
H -4.19491 -2.53733 1.57063
H -4.69042 -0.04260 -1.12725
H -5.34604 -0.76765 0.34410
H -5.25089 -1.70258 -1.13935
H -2.52674 3.84807 -1.98279
H -1.29386 5.66480 -3.13701
H 1.16038 5.73557 -3.10540
H 2.46522 3.99945 -1.90775
H 1.81442 0.53200 -2.82881
H 0.51910 -0.56260 -2.31815
H 1.58967 -1.01884 -3.64436
H 4.28670 -0.02491 -2.21521
H 3.96752 -1.37736 -3.29646
H 4.65795 -1.68234 -1.70744
H 1.15399 -2.90537 -1.33357
H 2.83408 -3.31849 -1.10085
H 2.22207 -3.09754 -2.74595
Te 0.16904 -3.20187 1.74146
*
```

Calculated values
lowest unoccupied orbital energy	0.387	eV
relative energy (zero: lowest compared OMol25 entry of this formula, charge and spin)	0.0	kJ/mol
gap between HOMO and LUMO	0.2166	Ha
highest occupied orbital energy	-5.506	eV

No. 2
Entry from the OMol25 dataset: a structure of composition C24H44BaN3P2SSi (ωB97M-V/def2-TZVPD).

```
! RIJCOSX wB97M-V def2-TZVPD def2/J DEFGRID3
* xyz 1 1
Ba 0.74063 0.01504 -0.01233
C -2.15801 2.68003 1.98921
P -0.71335 1.74797 2.63023
C 0.19337 3.06545 3.52533
C -1.47549 0.79249 4.00191
C -2.13212 1.48913 5.01965
C -2.75189 0.82661 6.06253
C -2.73319 -0.56075 6.10153
C -2.09248 -1.26432 5.09878
C -1.45285 -0.60912 4.04344
P -0.64825 -1.61127 2.73237
C 0.18941 -2.93250 3.68654
C -2.07824 -2.52153 2.03331
H -2.68053 3.22054 2.77906
H -2.85531 1.99053 1.51273
H -1.82024 3.39390 1.23641
H -0.45286 3.64414 4.18487
H 0.63841 3.74503 2.79698
H 0.99486 2.62322 4.11716
H -2.16690 2.57125 4.99889
H -3.25274 1.38851 6.83959
H -3.22054 -1.09112 6.90875
H -2.09731 -2.34613 5.13934
H -0.49512 -3.50412 4.31233
H 0.96601 -2.49918 4.31787
H 0.66138 -3.62068 2.98334
H -2.65489 -3.02850 2.80812
H -1.71939 -3.25754 1.31257
H -2.72988 -1.82781 1.50149
C -3.67569 -1.94309 -4.11955
Si -2.34668 -1.04309 -5.06735
C -3.13497 -0.26730 -6.57853
C -0.99290 -2.18593 -5.64624
C -1.63956 0.38701 -4.03352
C -1.78316 1.69010 -4.47652
C -1.29942 2.77330 -3.73863
C -0.67312 2.49258 -2.55283
N -0.50216 1.24745 -2.08359
C -0.97137 0.19609 -2.79663
S -0.72896 -1.41520 -2.14884
H -4.14398 -2.69440 -4.75967
H -4.45477 -1.24693 -3.80057
H -3.27579 -2.44011 -3.23733
H -3.55830 -1.05769 -7.20225
H -2.41350 0.27835 -7.19045
H -3.94954 0.41196 -6.31810
H -1.40922 -2.94133 -6.31659
H -0.50884 -2.69183 -4.81209
H -0.23470 -1.63066 -6.20341
H -2.28512 1.88289 -5.41670
H -1.41264 3.79276 -4.07777
H -0.27975 3.29332 -1.93271
C 3.33332 -1.55494 1.72157
N 3.23420 -0.11453 1.49222
C 3.14367 0.58187 2.77422
C 4.37615 0.38790 0.71926
C 4.41431 -0.13215 -0.70866
N 3.19833 0.17058 -1.47321
C 3.16167 1.58210 -1.86143
C 3.13676 -0.67130 -2.67412
H 4.26504 -1.82605 2.23617
H 3.29599 -2.10622 0.78053
H 2.49554 -1.88155 2.33930
H 4.02372 0.40110 3.40568
H 2.25666 0.24401 3.31467
H 3.05769 1.65632 2.60657
H 5.32466 0.12099 1.20911
H 4.32354 1.47853 0.72272
H 4.54939 -1.21437 -0.70971
H 5.30005 0.28703 -1.20692
H 4.02492 1.85483 -2.48186
H 3.16686 2.22638 -0.97907
H 2.25174 1.78231 -2.42904
H 4.00820 -0.51475 -3.32270
H 2.23345 -0.44374 -3.24021
H 3.09575 -1.72185 -2.38719
*
```

Calculated values
lowest unoccupied orbital energy	-2.332	eV
relative energy (zero: lowest compared OMol25 entry of this formula, charge and spin)	7.0	kJ/mol
gap between HOMO and LUMO	0.2750	Ha
highest occupied orbital energy	-9.814	eV

No. 3
Entry from the OMol25 dataset: a structure of composition C24H44Cl3I2N15O9 at a distorted geometry (ωB97M-V/def2-TZVPD).

```
! RIJCOSX wB97M-V def2-TZVPD def2/J DEFGRID3
* xyz 0 1
C -2.86479 4.87335 1.59826
C -2.63401 5.03784 -0.03494
C -1.03398 5.27290 -0.43739
Cl -0.32195 6.82085 0.38225
C -0.22082 3.89866 -0.01918
C 0.38572 3.88002 1.53964
C 1.23014 2.60190 2.14579
C 1.37658 1.34169 1.10884
C 0.77109 1.28109 -0.41259
C 1.01060 -0.13007 -1.24870
I -0.38237 -1.81416 -1.34480
C 2.34149 -0.22294 -1.97258
C 3.47506 0.97034 -1.93733
I 2.76043 -2.05506 -3.12879
C -0.04481 2.59401 -1.05127
C -0.67486 2.58392 -2.59312
Cl 0.56380 2.04059 -3.88604
C -2.12945 1.82712 -2.69760
C -2.24064 0.72288 -3.91441
Cl -2.67228 1.11248 -1.03326
C 2.22181 0.27081 2.01703
O 2.63959 -0.99183 1.72798
N 2.54727 0.94181 3.36781
C 1.95374 2.34822 3.59450
O 2.04353 3.08740 4.70310
H -3.98371 5.02084 1.92487
H -2.50039 3.77329 1.86311
H -2.15959 5.61013 2.18772
H -2.91391 3.97479 -0.49813
H -3.35669 5.81253 -0.53569
H -1.02907 5.51008 -1.58361
H 0.23357 4.79538 2.29070
H 2.99992 1.98238 -2.31302
H 3.96622 1.12535 -0.86731
H 4.36603 0.59407 -2.63486
H -0.88815 3.73354 -2.83608
H -2.95527 2.65507 -2.93916
H -1.90070 1.14037 -4.97199
H -1.68752 -0.30379 -3.67705
H -3.38713 0.42593 -4.06113
H 2.13514 0.45163 4.21625
C -0.52476 -5.15247 -3.89902
O 0.51187 -4.51143 -3.83649
N -1.69258 -4.70745 -3.39807
N -0.60132 -6.36711 -4.47508
H -2.54952 -5.23050 -3.44646
H -1.69027 -3.79944 -2.95417
H 0.24864 -6.74809 -4.86751
H -1.45179 -6.89994 -4.52974
C -5.03301 -5.38688 -1.48638
O -5.09324 -5.63065 -2.68071
N -5.19689 -6.32793 -0.53750
N -4.79684 -4.15309 -1.00156
H -5.14841 -6.13355 0.44744
H -5.37695 -7.27269 -0.84821
H -4.66635 -3.40877 -1.67278
H -4.74608 -3.94591 -0.01937
C 1.47115 -1.62583 6.45256
O 0.71821 -1.05878 5.67731
N 1.97089 -1.03355 7.55359
N 1.87528 -2.89888 6.28211
H 2.59120 -1.49510 8.19581
H 1.69849 -0.07612 7.72872
H 1.52868 -3.39008 5.46960
H 2.49507 -3.37137 6.91679
C 2.98152 1.20328 10.72198
O 2.78565 0.00383 10.61059
N 2.98529 2.04556 9.67158
N 3.21293 1.80087 11.90621
H 3.14588 3.03410 9.75678
H 2.81633 1.64757 8.75802
H 3.22089 1.21271 12.72816
H 3.37493 2.78792 12.00455
C -5.56470 3.70648 -4.20043
O -4.49586 3.64633 -3.61440
N -5.66344 3.95101 -5.52075
N -6.74908 3.53416 -3.58351
H -6.54051 4.00170 -6.00906
H -4.80252 4.08811 -6.03217
H -6.73124 3.34765 -2.59029
H -7.63251 3.58248 -4.06039
C 1.23772 -3.15450 -7.70563
O 1.17749 -3.39827 -8.89995
N 1.07384 -4.09555 -6.75675
N 1.47389 -1.92072 -7.22081
H 1.12233 -3.90117 -5.77180
H 0.89378 -5.04031 -7.06745
H 1.60438 -1.17639 -7.89202
H 1.52465 -1.71353 -6.23862
C 6.68985 -1.37082 1.26397
O 7.72649 -0.72978 1.32651
N 5.52203 -0.92580 1.76493
N 6.61329 -2.58546 0.68792
H 4.66510 -1.44884 1.71653
H 5.52435 -0.01779 2.20883
H 7.46326 -2.96643 0.29549
H 5.76282 -3.11829 0.63326
*
```

Calculated values
lowest unoccupied orbital energy	-1.661	eV
gap between HOMO and LUMO	0.2531	Ha
highest occupied orbital energy	-8.549	eV

No. 4
Entry from the OMol25 dataset: a cluster of 3 separate species, C24H44ClN3O6 in total at a distorted geometry (ωB97M-V/def2-TZVPD).

```
! RIJCOSX wB97M-V def2-TZVPD def2/J DEFGRID3
* xyz 0 3
C -3.07077 -3.96617 -2.54552
C -3.36532 -2.97902 -1.43259
O -4.07556 -3.31570 -0.57572
N -2.75769 -1.71265 -1.42052
C -2.35260 -1.21785 -2.73834
C -3.61855 -0.79943 -0.73459
O -4.87169 -0.64474 -1.45116
C -5.40231 0.53570 -1.05270
O -6.38600 0.95508 -1.40122
O -4.51652 1.13919 -0.19848
C -3.23894 0.65325 -0.69147
Cl -1.98360 1.07178 0.45084
H -3.81105 -3.88434 -3.32777
H -2.05874 -3.83552 -2.91289
H -3.11281 -4.93819 -2.08531
H -3.18958 -0.96181 -3.38715
H -1.73465 -1.91994 -3.26820
H -1.75649 -0.31859 -2.63774
H -3.84488 -1.05962 0.29091
H -3.13990 1.18889 -1.62835
C 2.09489 -1.60923 5.73873
C 1.42808 -0.46033 4.94489
C 0.83198 0.55621 5.92176
C -0.43002 0.05118 6.62008
C -1.45983 -0.43319 5.60131
C -0.89577 -1.45066 4.60656
N 0.39186 -0.99079 4.00979
O 0.13681 -0.10215 3.11884
C -0.70689 -2.81235 5.30278
C -1.93670 -1.71449 3.51856
C 2.56862 0.19010 4.16451
H 3.12501 -1.35742 5.99026
H 1.60138 -1.82460 6.68500
H 2.13124 -2.52710 5.15075
H 0.58945 1.48076 5.38783
H 1.58278 0.82187 6.66983
H -0.18797 -0.74844 7.32560
H -0.86043 0.85777 7.21747
H -2.31480 -0.87094 6.12100
H -1.84475 0.43509 5.05669
H -0.21573 -3.52429 4.63740
H -1.67650 -3.23307 5.57172
H -0.13971 -2.76346 6.22901
H -2.25305 -0.80000 3.01788
H -2.82664 -2.16414 3.95853
H -1.55088 -2.40210 2.76360
H 3.01641 -0.51985 3.46629
H 3.34529 0.52174 4.85346
H 2.24704 1.06607 3.60300
C 3.72685 0.37743 -4.02072
C 2.27425 0.61702 -4.49692
C 2.28432 1.52800 -5.72745
C 2.61968 2.98274 -5.39617
C 1.70264 3.51806 -4.29769
C 1.66664 2.62807 -3.05296
N 1.44304 1.19398 -3.39976
O 0.19942 1.02170 -3.68020
C 2.97765 2.78859 -2.25928
C 0.58047 3.13092 -2.10765
C 1.75750 -0.76618 -4.88825
H 4.17198 -0.46544 -4.54897
H 4.38646 1.22439 -4.20165
H 3.75976 0.13402 -2.95811
H 1.30507 1.49739 -6.21619
H 3.00261 1.14380 -6.45548
H 3.66697 3.07931 -5.09732
H 2.50674 3.59357 -6.29435
H 2.01518 4.52514 -4.01376
H 0.69164 3.61537 -4.70654
H 3.01282 2.09026 -1.42151
H 3.04435 3.79597 -1.84686
H 3.87739 2.65362 -2.85440
H -0.39599 3.17977 -2.58826
H 0.81240 4.13774 -1.76117
H 0.49806 2.48568 -1.23100
H 1.75028 -1.43654 -4.02631
H 2.40565 -1.20111 -5.64864
H 0.75265 -0.73583 -5.30756
*
```

Calculated values
lowest unoccupied orbital energy (spin up / spin down)	0.640 / 0.047	eV
gap between HOMO and LUMO (spin up / spin down)	0.3355 / 0.3454	Ha
highest occupied orbital energy (spin up / spin down)	-8.489 / -9.352	eV